# 1
C8H7N2O5OsS as an isolated structure. Source: OMol25; level of theory: the ωB97M-V functional and the def2-TZVPD basis.

```
24
C8H7N2O5OsS | OMol25 | the ωB97M-V functional and the def2-TZVPD basis
O 1.5034 -1.6056 1.3347
C 1.5166 -0.7711 0.5087
Os 1.5730 0.5715 -0.8503
C 1.7481 1.8796 -2.2422
O 1.8640 2.6681 -3.0867
C 3.5436 -0.0735 -1.3641
O 4.2895 0.4491 -2.1739
C 1.0790 -0.7277 -2.1554
O 0.7649 -1.5425 -2.9454
C 2.5284 1.7217 0.3306
O 3.1114 2.4228 1.0767
H 3.8997 -0.9996 -0.8058
S -0.5795 1.6013 -0.4546
C -1.3918 0.2960 0.4202
N -2.1856 -0.5392 -0.1854
C -2.9547 -1.2795 0.8332
C -2.6920 -0.4607 2.0959
N -1.4866 0.2973 1.7195
H -2.5171 -0.4705 -1.1725
H -2.4863 -2.2570 0.9139
H -4.0078 -1.3695 0.5920
H -2.5388 -1.0814 2.9684
H -3.4926 0.2597 2.2661
H -1.0888 1.0107 2.3765
```

**F_max**: 10.0 eV/Å
**HOMO-LUMO gap (spin up / spin down)**: 5.62 / 7.46 eV
**⟨S²⟩**: 6.020
**ΔE to the lowest compared entry with this formula, charge and spin**: 0.0 kcal/mol
**Net charge**: +3
**2S+1**: 5
**Highest occupied orbital energy (spin up / spin down)**: -17.603 / -22.674 eV


# 2
An isolated molecule of C5H4N2. Source: OMol25; level of theory: the ωB97M-V functional and the def2-TZVPD basis.

```
11
C5H4N2 | OMol25 | the ωB97M-V functional and the def2-TZVPD basis
C -1.0965 -1.9496 1.9554
C -0.6530 -1.0560 1.2108
C -0.1041 -0.1381 0.2911
C 1.1639 -0.2317 -0.3388
N 1.3365 0.7400 -1.2130
N 0.2140 1.4699 -1.1301
C -0.6848 0.9875 -0.2528
H -0.5419 -2.6320 1.2338
H 1.9380 -0.9680 -0.1637
H 0.1439 2.3123 -1.6760
H -1.6211 1.4779 -0.0307
```

**F_max**: 0.9 eV/Å
**HOMO-LUMO gap**: 9.98 eV
**ΔE to the lowest compared entry with this formula, charge and spin**: 82.6 kcal/mol
**2S+1**: 1
**Highest occupied orbital energy**: -9.308 eV
**Structure (SMILES)**: C#Cc1cn[nH]c1


Among the records above, which one has the lowest ΔE to the lowest compared entry with this formula, charge and spin?
C8H7N2O5OsS


Number 1 is which compound?
C8H7N2O5OsS


Which value of F_max does entry 2 give?
0.9 eV/Å